Formula: C27H31BF6N2O5RbS3Sb
Source: the OMol25 dataset
Level of theory: wB97M-V/def2-TZVPD

Positions of all 77 atoms, in Å:
Rb (0.1609, -1.5501, -0.0960)
O (0.6973, 1.5867, 3.2957)
C (0.7667, 0.7883, 2.3517)
O (-0.1624, 0.1756, 1.7650)
C (2.1798, 0.4787, 1.8498)
C (3.1778, 0.2268, 2.7886)
C (4.4566, -0.0465, 2.3461)
C (4.7076, -0.0166, 0.9812)
C (3.6574, 0.2595, 0.1240)
N (2.4024, 0.4761, 0.5290)
H (2.9171, 0.2644, 3.8368)
H (5.2476, -0.2757, 3.0499)
H (5.6930, -0.2156, 0.5812)
H (3.8208, 0.2926, -0.9486)
C (0.3708, 5.8888, 0.8002)
C (0.9639, 4.5432, 0.4408)
C (2.0453, 4.1542, 1.4255)
O (-0.1225, 3.5508, 0.5507)
B (0.0184, 2.6993, -0.4987)
O (0.9571, 3.0663, -1.4183)
C (1.4109, 4.4062, -1.0527)
C (2.9138, 4.4424, -1.2592)
C (0.7140, 5.3719, -1.9920)
H (0.0772, 5.8802, 1.8512)
H (-0.5062, 6.1170, 0.1981)
H (1.1049, 6.6886, 0.6703)
H (1.6198, 4.0880, 2.4253)
H (2.8573, 4.8865, 1.4250)
H (2.4610, 3.1749, 1.2043)
H (3.4078, 3.6302, -0.7298)
H (3.3399, 5.3914, -0.9216)
H (3.1350, 4.3404, -2.3239)
H (-0.3704, 5.3134, -1.8970)
H (0.9793, 5.1121, -3.0182)
H (1.0262, 6.4029, -1.8134)
F (2.0061, -3.4817, -0.1682)
Sb (0.8435, -4.9676, -0.1414)
F (-0.3598, -6.4118, -0.1305)
F (1.6609, -5.5538, 1.4477)
F (-0.3493, -3.9352, 0.8940)
F (2.0562, -5.9444, -1.2008)
F (0.0565, -4.1987, -1.6849)
O (-0.2674, -0.9074, -2.5351)
S (0.2185, 0.3486, -3.1924)
C (-0.1564, 0.1555, -4.9145)
C (-0.4594, -1.1128, -5.3853)
C (-0.7848, -1.2571, -6.7259)
C (-0.8052, -0.1509, -7.5647)
C (-0.5094, 1.1123, -7.0701)
C (-0.1888, 1.2741, -5.7289)
C (1.9889, 0.1317, -3.2613)
C (2.5219, -1.1230, -3.0121)
C (3.9021, -1.2742, -3.0633)
C (4.7174, -0.1913, -3.3616)
C (4.1624, 1.0647, -3.5814)
C (2.7865, 1.2356, -3.5188)
H (-0.4554, -1.9491, -4.6978)
H (-1.0300, -2.2390, -7.1107)
H (-1.0681, -0.2730, -8.6078)
H (-0.5430, 1.9763, -7.7209)
H (0.0185, 2.2543, -5.3168)
H (1.8774, -1.9556, -2.7557)
H (4.3359, -2.2446, -2.8576)
H (5.7917, -0.3196, -3.4016)
H (4.8013, 1.9170, -3.7764)
H (2.3344, 2.2119, -3.6364)
S (-3.0458, 1.0946, -0.7892)
C (-2.9873, 1.9729, 0.6349)
N (-2.3457, 1.6688, 1.7424)
C (-2.3165, 2.6206, 2.8365)
C (-3.0701, 3.8873, 2.3879)
S (-3.8098, 3.5149, 0.7826)
H (-1.6285, 0.9245, 1.7343)
H (-1.2724, 2.8253, 3.0716)
H (-2.7735, 2.1804, 3.7264)
H (-2.3784, 4.7229, 2.2946)
H (-3.8477, 4.1500, 3.1027)

Forces on the atoms, in the same order (eV/Å):
-0.29 0.16 0.04
-0.05 -0.03 -0.04
0.32 0.07 0.21
-0.03 0.27 0.38
-0.06 0.06 -0.04
-0.02 0.10 -0.09
0.02 -0.02 0.02
0.02 0.01 -0.01
-0.11 0.00 -0.15
0.09 -0.01 0.35
0.03 -0.01 0.01
0.00 0.01 -0.01
0.01 0.01 0.01
-0.02 0.02 0.10
0.04 0.15 0.11
-0.32 -0.18 -0.13
0.06 -0.04 0.21
0.34 0.27 -0.10
-0.05 -0.33 0.01
0.03 0.24 0.03
0.06 -0.21 0.09
0.10 0.12 -0.10
-0.01 0.13 -0.15
-0.02 -0.03 -0.02
-0.02 -0.02 0.00
0.01 -0.03 -0.02
-0.04 0.02 0.04
-0.06 -0.01 0.02
0.01 -0.10 -0.09
-0.03 -0.01 -0.01
-0.05 -0.01 0.00
-0.02 -0.01 0.01
0.00 -0.04 0.02
-0.03 -0.01 0.00
0.01 -0.01 0.02
0.69 0.33 0.02
0.06 -0.91 -0.12
-0.08 -0.05 -0.06
0.09 -0.13 0.07
-0.40 -0.08 0.38
0.07 -0.04 -0.06
-0.11 -0.05 -0.12
-0.12 0.52 -0.86
-0.37 -0.25 0.87
0.11 -0.20 -0.23
-0.03 0.15 -0.16
0.00 -0.10 0.07
0.00 0.03 -0.03
0.02 0.06 0.04
-0.04 -0.09 -0.15
0.06 0.04 -0.17
0.18 0.09 0.00
-0.02 -0.12 -0.04
-0.01 0.05 -0.06
-0.02 0.04 0.02
0.17 -0.11 0.01
0.00 0.00 0.01
0.00 0.02 -0.03
0.01 0.01 -0.01
-0.01 -0.01 -0.03
0.00 0.01 0.00
-0.03 0.02 -0.07
0.00 0.01 0.00
0.00 0.00 0.01
0.02 -0.01 -0.01
0.00 0.02 -0.02
0.06 0.09 0.29
0.03 -0.16 -0.21
-0.28 0.16 -0.17
0.01 0.02 -0.03
0.18 -0.03 0.28
-0.21 0.18 -0.14
0.20 -0.11 0.09
-0.03 0.02 0.03
-0.05 -0.02 -0.05
-0.05 0.03 -0.08
-0.01 0.05 -0.04

LUMO level (alpha / beta) = 0.0731 / 0.0728 Ha
net charge = -1
spin multiplicity = 2
energy above the lowest of the compared OMol25 structures with the same formula, charge and spin = 4.7 kcal per mole
HOMO level (alpha / beta) = -4.787 / -5.469 eV

Formula: C27H31ClF2N5O7S
Source: the OMol25 dataset
Level of theory: wB97M-V/def2-TZVPD

Positions of all 74 atoms, in Å:
O (-0.0636, -3.5203, -1.0851)
C (0.9678, -3.9281, -0.7170)
F (1.1561, -4.3851, 0.5424)
C (2.2265, -4.0617, -1.5700)
N (2.5674, -2.7958, -2.2007)
C (3.1123, -2.8939, -3.5055)
F (2.6584, -1.8480, -4.2842)
C (4.6272, -2.8662, -3.5872)
N (5.1658, -1.6320, -2.9241)
C (4.1513, -0.8664, -2.0957)
C (3.0995, -1.7196, -1.3537)
S (1.7413, -0.5130, -0.9691)
C (3.6380, -2.1442, 0.0156)
C (4.9639, -2.9356, 0.0011)
C (5.0251, -3.9626, 1.1256)
Cl (5.1941, -3.1384, 2.6934)
H (3.0396, -4.5417, -1.0197)
H (1.9313, -4.7564, -2.3608)
H (2.7817, -3.8212, -3.9725)
H (5.0076, -3.7602, -3.0940)
H (4.9438, -2.8943, -4.6284)
H (5.4943, -1.0037, -3.6582)
H (5.9904, -1.8725, -2.3732)
H (4.7190, -0.3112, -1.3495)
H (3.6663, -0.1498, -2.7510)
H (0.8567, -0.9495, -1.8739)
H (2.8927, -2.6846, 0.5969)
H (3.8079, -1.2149, 0.5658)
H (5.7967, -2.2425, 0.1612)
H (5.1278, -3.4641, -0.9471)
H (4.1022, -4.5423, 1.1788)
H (5.8572, -4.6536, 1.0108)
C (-0.7607, 1.9339, -1.4711)
C (-0.9338, 2.1547, -2.8318)
C (-2.0718, 2.7983, -3.2903)
C (-3.0135, 3.2065, -2.3627)
C (-2.8622, 2.9908, -1.0054)
C (-1.7194, 2.3453, -0.5573)
N (-4.2200, 3.9051, -2.8485)
O (-4.3355, 4.0613, -4.0456)
O (-5.0247, 4.2774, -2.0177)
H (0.1332, 1.4364, -1.1149)
H (-0.1816, 1.8313, -3.5399)
H (-2.2290, 2.9830, -4.3422)
H (-3.6176, 3.3192, -0.3066)
H (-1.5618, 2.1614, 0.4955)
C (-5.2877, 0.3985, -0.4758)
C (-6.2870, 1.3473, -0.6519)
C (-7.4751, 1.2433, 0.0555)
C (-7.6328, 0.1850, 0.9301)
C (-6.6549, -0.7734, 1.1193)
C (-5.4732, -0.6595, 0.4053)
N (-8.8891, 0.0767, 1.6988)
O (-9.7414, 0.9175, 1.5028)
O (-8.9895, -0.8466, 2.4813)
H (-4.3573, 0.4835, -1.0230)
H (-6.1455, 2.1745, -1.3337)
H (-8.2638, 1.9703, -0.0669)
H (-6.8182, -1.5868, 1.8100)
H (-4.6946, -1.3986, 0.5394)
C (1.6453, 3.2075, 6.5083)
C (1.2240, 4.3557, 5.8506)
C (0.6959, 4.2715, 4.5725)
C (0.6017, 3.0251, 3.9806)
C (1.0171, 1.8674, 4.6134)
C (1.5443, 1.9674, 5.8906)
N (0.0245, 2.9294, 2.6298)
O (-0.3251, 3.9541, 2.0853)
O (-0.0757, 1.8207, 2.1300)
H (2.0510, 3.2789, 7.5085)
H (1.3025, 5.3195, 6.3342)
H (0.3613, 5.1529, 4.0464)
H (0.9240, 0.9122, 4.1193)
H (1.8715, 1.0752, 6.4064)

Forces on the atoms, in the same order (eV/Å):
-0.52 0.25 -0.07
0.53 -0.24 0.19
0.02 0.01 -0.21
-0.32 -0.06 -0.08
0.77 -0.28 0.18
-0.05 -0.23 -0.04
-0.09 0.38 -0.20
-0.19 -0.40 -0.17
0.16 -0.09 -0.25
-0.11 0.21 0.25
-0.48 0.11 -0.07
0.03 0.00 0.36
0.52 -0.05 0.02
-0.05 0.08 0.17
-0.13 -0.09 -0.08
0.00 0.02 0.04
-0.04 0.17 0.15
0.02 0.05 0.03
-0.08 -0.03 0.05
0.13 0.17 0.10
0.07 0.14 0.06
0.00 0.07 0.08
-0.10 0.00 0.12
-0.04 0.06 -0.08
0.03 -0.18 -0.17
0.13 -0.07 -0.16
-0.13 0.02 -0.15
-0.12 -0.07 0.08
0.08 -0.09 -0.22
-0.10 -0.05 0.07
0.05 0.00 -0.04
0.06 0.12 0.05
-0.01 -0.04 -0.05
0.00 -0.01 0.05
0.06 -0.04 -0.05
0.06 0.00 -0.02
0.01 0.00 0.15
-0.05 -0.06 -0.08
-0.02 0.01 0.00
0.00 0.00 0.02
0.00 -0.02 -0.02
-0.06 0.15 0.03
0.00 0.00 0.00
-0.05 0.04 0.01
-0.05 0.05 -0.08
-0.08 0.06 -0.10
-0.03 -0.02 0.03
0.03 -0.05 0.01
0.01 0.07 -0.06
0.01 0.01 0.00
0.07 -0.07 0.01
0.02 0.03 -0.03
-0.01 -0.01 0.00
0.01 -0.01 0.01
-0.01 0.01 -0.01
-0.01 0.00 -0.02
0.00 0.01 0.01
-0.03 -0.02 0.04
-0.05 0.02 0.02
0.00 0.00 0.00
-0.01 0.00 -0.02
0.01 -0.04 0.01
0.01 0.09 0.04
-0.01 0.01 0.02
0.03 -0.08 0.04
0.00 0.04 0.01
0.00 0.00 0.03
0.02 0.01 0.00
0.14 -0.05 0.10
0.00 0.00 0.00
0.00 0.00 0.00
-0.03 -0.03 -0.04
-0.04 0.02 -0.04
0.00 0.00 0.00

LUMO level = -0.1336 Ha
net charge = +1
HOMO level = -11.123 eV

Formula: C27H31ClF5GeINNiO5
Source: the OMol25 dataset
Level of theory: wB97M-V/def2-TZVPD

Positions of all 73 atoms, in Å:
Ni (9.9785, 8.4939, 9.2455)
C (6.7471, 9.4975, 10.8156)
C (7.0749, 8.1119, 10.2855)
C (7.6696, 7.3598, 11.4517)
C (5.8640, 7.3475, 9.7738)
O (8.0852, 8.1421, 9.3091)
Ge (7.6990, 8.0244, 7.4061)
O (7.7424, 9.9025, 7.3582)
C (6.6676, 10.6864, 6.8332)
C (5.2766, 10.1042, 7.1589)
C (6.7955, 10.8185, 5.3246)
C (6.7935, 12.1133, 7.4348)
O (9.5974, 8.0166, 7.2700)
C (10.4829, 7.4891, 6.2473)
C (10.9030, 6.0454, 6.5241)
C (9.7332, 7.5765, 4.9340)
C (11.7282, 8.3486, 6.2158)
H (5.9525, 9.5646, 11.5622)
H (7.6830, 9.9003, 11.2240)
H (6.4209, 10.0953, 9.9901)
H (6.8985, 7.1546, 12.2193)
H (7.9883, 6.3740, 11.0415)
H (8.5581, 7.8586, 11.8448)
H (5.1602, 7.1484, 10.5977)
H (5.3057, 7.8612, 8.9905)
H (6.2418, 6.3980, 9.3401)
H (5.0615, 9.1664, 6.6636)
H (5.1430, 9.9432, 8.2449)
H (4.4925, 10.8292, 6.9527)
H (6.6991, 9.8046, 4.9492)
H (5.9465, 11.4358, 4.8992)
H (7.7300, 11.2920, 4.9636)
H (6.6496, 12.1016, 8.5205)
H (7.7427, 12.6898, 7.0985)
H (5.9539, 12.6786, 7.0096)
H (10.0473, 5.2960, 6.4898)
H (11.5971, 5.7174, 5.7321)
H (11.4881, 6.0271, 7.4419)
H (8.9209, 6.8341, 4.9763)
H (9.3687, 8.5532, 4.6902)
H (10.3923, 7.2528, 4.1133)
H (12.3037, 8.2801, 7.1768)
H (12.4237, 8.0158, 5.4410)
H (11.5030, 9.3612, 6.0619)
Cl (13.0656, 14.0772, 11.8701)
C (12.3938, 12.5363, 11.5184)
C (12.5248, 11.5960, 12.5159)
C (11.8667, 10.3553, 12.4145)
I (11.8578, 9.2614, 14.1686)
C (11.1720, 9.9272, 11.2669)
O (10.4635, 8.9267, 11.1927)
C (11.1677, 10.8874, 10.1520)
N (10.5211, 10.5045, 9.0400)
C (10.3182, 11.3530, 8.0631)
C (10.8879, 12.6136, 8.0869)
C (11.6158, 13.0422, 9.1879)
C (11.7852, 12.1430, 10.2459)
H (12.9664, 11.8734, 13.4896)
H (9.7503, 10.9401, 7.2119)
H (10.7005, 13.3706, 7.3129)
H (12.0489, 14.0515, 9.1343)
F (15.1701, 6.0068, 13.1992)
C (14.3037, 6.4291, 12.2245)
C (14.5304, 7.5859, 11.4861)
F (15.6822, 8.2417, 11.6351)
C (13.6411, 7.9487, 10.5008)
F (13.9020, 9.1388, 9.8109)
C (12.4868, 7.1344, 10.2182)
O (11.5931, 7.3964, 9.2797)
C (12.3267, 5.9779, 11.0021)
F (11.2078, 5.2563, 10.7949)
C (13.2038, 5.6267, 11.9816)
F (12.9930, 4.5144, 12.7039)

Forces on the atoms, in the same order (eV/Å):
0.68 -0.28 -0.55
0.29 0.37 -0.44
-0.31 -0.21 1.48
-0.09 -1.79 -0.03
-0.07 -0.53 -0.10
-0.24 0.11 -0.93
0.06 0.40 -0.45
-0.66 0.06 -0.42
0.72 0.79 0.48
0.04 0.56 1.18
-0.79 0.52 -0.76
0.24 0.44 -0.77
0.40 -0.07 0.59
-0.40 0.11 0.16
-0.41 -0.79 -0.50
0.34 -1.49 -0.46
1.34 -1.15 1.20
0.18 -0.48 0.10
-0.30 0.22 -0.02
-0.03 0.71 -0.52
0.56 0.30 -0.13
-0.04 0.43 0.49
-0.32 -0.04 0.16
0.30 -0.04 -0.26
0.10 0.11 0.00
-0.46 0.35 0.35
0.05 -0.15 -0.29
0.41 -0.08 -0.36
-0.06 0.06 -0.51
0.15 -0.10 -0.56
0.80 -0.70 0.46
-0.30 -0.41 0.45
0.40 0.06 -0.12
-1.35 -1.24 0.76
0.13 0.15 0.17
0.91 1.06 0.41
-0.23 0.19 0.07
-0.43 -0.28 0.21
-0.04 0.44 -0.18
-0.32 0.65 0.10
-0.13 0.10 0.19
-0.66 -0.03 -0.68
-0.19 0.00 -0.12
-0.46 1.53 -0.38
-0.25 -0.01 -0.64
0.49 -1.01 -0.19
-0.78 -0.22 0.49
1.17 0.54 1.63
-0.13 -0.35 -0.33
-0.31 1.23 -0.55
-0.27 -0.84 0.35
0.63 0.45 -0.63
-0.22 -0.79 1.24
0.03 -0.63 -1.37
0.01 1.68 0.20
-0.09 -0.18 -1.06
-0.07 1.20 1.04
-0.16 -0.17 -0.82
0.15 0.41 0.53
0.05 -0.75 0.08
-0.15 -0.60 0.51
-0.39 0.61 -0.82
0.72 -0.49 0.97
0.31 -0.80 0.11
-0.04 0.28 0.25
-0.97 0.36 -0.82
-0.60 -1.56 0.66
-0.01 1.10 -0.75
1.11 0.12 0.66
-0.81 0.45 -0.70
0.41 0.03 0.15
0.16 -0.30 0.46
0.18 0.37 -0.11

LUMO level (alpha / beta) = -0.0434 / -0.1226 Ha
spin multiplicity = 4
HOMO level (alpha / beta) = -7.924 / -7.921 eV